Entry 1:
Molecular formula: C27H50N3O11
Method: DFT, ωB97M-V with the def2-TZVPD basis set

```
91
Properties=species:S:1:pos:R:3:forces:R:3
O 1.263947 -1.465407 1.348631 0.09 -0.40 0.22
O -1.505978 -3.445966 2.366654 -0.33 -0.59 0.07
O -0.961923 -5.571492 2.561091 -0.06 0.06 -0.54
O 3.307149 -1.016477 2.038132 -0.03 -0.18 -0.08
O -5.612067 -5.990679 5.873819 -0.09 0.09 0.43
O 3.605192 4.544178 -0.832063 -0.17 0.03 -0.16
O -2.726959 -0.531789 -3.458992 0.41 0.31 0.06
O 4.943106 7.163316 -5.349128 -0.64 0.48 0.43
O -3.659550 0.817034 -1.985463 0.28 0.12 -0.16
O 3.930130 2.511204 -1.585519 -0.37 0.16 -0.42
O -3.475187 -5.902120 6.389764 -0.09 -0.01 0.12
N 3.255564 8.382817 -4.253021 -0.19 -1.87 1.74
N 1.816704 6.608691 -4.550323 0.00 0.11 -0.03
N 0.722459 5.991284 -4.204230 -0.89 -1.31 -0.30
C 1.208080 8.239228 -2.867491 -0.49 -0.85 -0.44
C -7.000987 -6.721626 4.013158 0.15 -0.09 -0.07
C 5.815319 3.720713 -0.574360 0.24 0.19 -0.46
C -6.716863 -5.640885 5.035620 -0.14 -0.10 -0.25
C -2.438145 -1.846321 -3.949699 -0.13 -0.24 -0.18
C 1.794966 0.800424 2.138161 -0.18 0.03 0.52
C -0.124079 -6.614155 3.082805 0.06 -0.30 0.31
C -0.719593 -7.232528 4.331100 -0.06 0.20 0.08
C 5.087664 0.479288 -0.920740 -0.04 0.11 0.18
C 3.765784 9.250303 -3.155885 0.29 0.33 -0.15
C -4.329471 -5.740929 5.560440 0.20 -0.14 -0.32
C -3.419411 -2.265610 -5.024351 -0.16 0.07 0.03
C 4.379755 3.640267 -1.028073 0.24 -0.16 0.42
C -4.555307 -1.370766 -2.040721 0.29 -0.30 0.37
C 4.269705 7.275328 -4.368088 1.74 -0.59 -1.03
C -3.600631 -0.282188 -2.466736 -0.49 -0.22 0.06
C -0.140891 6.318171 -3.281497 -0.54 1.11 1.25
C -0.139681 -1.159072 1.294399 -0.24 0.23 -0.54
C -0.471521 -0.363162 0.047375 0.18 0.19 0.01
C 4.470727 6.306087 -3.187326 -1.47 0.62 -0.16
C -3.977009 -5.353131 4.145823 -0.17 0.50 0.02
C 2.073621 7.712875 -3.884034 0.38 2.01 0.08
C 4.775007 1.442030 -2.043990 0.27 -0.37 0.13
C 2.179017 -0.635891 1.868114 0.04 0.42 -0.14
C -0.901810 -4.298858 2.969242 0.14 0.04 0.52
C -0.152964 -3.971684 4.236202 0.48 0.14 -0.16
C 0.083424 7.508512 -2.567275 0.53 0.34 0.00
H 5.672205 -0.364845 -1.286098 -0.03 0.01 -0.02
H -2.385514 -2.565246 -3.131002 -0.08 0.04 0.03
H 4.081375 5.339942 -3.533395 0.43 0.10 0.09
H -3.149150 -3.240866 -5.430111 0.01 0.02 0.01
H -7.572337 -5.538862 5.702096 0.13 -0.02 0.14
H 2.010789 1.400078 1.253584 -0.03 -0.01 -0.01
H -7.883002 -6.468914 3.423640 0.00 0.00 0.02
H 2.396536 1.163096 2.969196 0.17 -0.02 -0.15
H 3.701392 8.753578 -2.176203 -0.03 0.17 -0.17
H 5.646309 0.962299 -0.118574 0.07 -0.02 -0.05
H -3.751359 -6.251317 3.572608 -0.03 0.02 -0.03
H -7.172259 -7.676590 4.510585 -0.07 0.05 0.04
H -0.840422 -4.023321 5.081479 0.01 -0.06 0.00
H -1.545221 -0.182748 -0.021127 0.01 0.00 0.01
H -0.585732 7.847593 -1.782425 -0.05 -0.25 -0.22
H 3.824958 6.581461 -2.341825 0.47 -0.16 0.01
H -1.724428 -7.603587 4.128649 0.05 -0.07 -0.03
H -0.806479 -6.506725 5.139915 0.03 -0.04 0.02
H 0.703624 -4.615248 4.418804 -0.13 -0.12 0.12
H -0.148186 -0.903543 -0.844106 -0.06 -0.07 0.04
H 0.233419 -2.957706 4.151528 -0.20 0.05 0.01
H -6.563937 -4.663157 4.575859 0.09 -0.03 -0.02
H 5.517211 6.238111 -2.889243 -0.16 0.05 -0.20
H -0.102435 -8.061968 4.677266 0.00 0.00 -0.04
H -4.789407 -1.225152 -0.988464 -0.11 0.18 -0.08
H 5.879755 3.394647 0.462976 0.00 -0.03 -0.02
H 0.039556 0.601597 0.037108 -0.10 0.04 0.01
H -3.426267 -1.536912 -5.835545 0.09 -0.03 -0.01
H -1.012271 5.709797 -3.054702 0.33 -0.23 -0.46
H 6.502425 3.140282 -1.185406 -0.04 -0.18 0.14
H -5.471723 -1.290737 -2.624334 0.02 -0.01 -0.02
H -1.437045 -1.789038 -4.375678 0.00 0.18 0.08
H 4.162690 0.103913 -0.482216 0.04 -0.09 -0.04
H 0.892681 -6.252999 3.240765 -0.05 0.09 0.03
H -0.468879 -0.661275 2.207337 0.08 0.02 0.00
H 0.513760 5.139444 -4.723709 0.41 0.11 -0.13
H -0.654989 -2.114625 1.263721 0.33 0.20 -0.01
H 6.138124 4.757913 -0.640620 -0.13 0.02 0.20
H -6.159878 -6.861090 3.332935 -0.04 0.08 -0.04
H -0.066178 -7.366300 2.297113 -0.11 0.16 -0.13
H -4.437116 -2.323341 -4.637495 0.03 -0.09 0.03
H 1.414861 9.167520 -2.349233 0.08 -0.16 -0.16
H -4.748516 -4.777188 3.639840 -0.06 -0.18 -0.09
H 5.671807 1.829720 -2.529748 -0.01 0.11 0.09
H 0.754474 0.931175 2.425591 -0.04 0.04 -0.21
H -4.147171 -2.374778 -2.131505 -0.09 -0.01 -0.19
H 3.236425 10.209186 -3.124907 0.16 -0.24 -0.12
H -3.094539 -4.722499 4.179286 0.06 -0.14 0.04
H 4.206036 0.925088 -2.815583 -0.15 0.18 0.02
H 4.826735 9.433126 -3.360149 -0.32 0.16 0.00
```
Forces are in eV/Å.

Summary:
Charge: +1
HOMO level: -11.35 eV
E_LUMO: -4.75 eV
Electronic energy: -55795.168 eV



Entry 2:
Molecular formula: C27H50O32S7
Method: DFT, ωB97M-V with the def2-TZVPD basis set

```
116
Properties=species:S:1:pos:R:3:forces:R:3
S 4.515803 3.519810 7.140021 0.58 -0.18 -0.33
S 1.294264 -5.052273 -0.274047 0.05 -0.40 -0.27
S 8.546404 2.743199 9.188500 -0.17 0.17 0.58
S -3.142287 1.607582 -3.423526 0.23 0.48 0.14
S -1.191681 -5.848201 -5.283303 -0.33 0.41 -0.27
S 0.828819 5.949626 2.447229 0.17 -0.25 0.56
S -7.040219 -6.160939 -5.192634 0.05 -0.43 -0.11
O -4.318888 2.659650 -3.695755 0.25 -0.81 0.62
O -2.031418 2.699923 -3.060013 -0.11 -0.47 0.03
O 5.329425 4.247826 5.969865 -0.32 -0.26 0.00
O -3.376052 0.868885 -2.235141 -0.40 -0.24 0.40
O -0.038818 4.835595 3.203471 0.04 0.26 0.08
O 0.694083 -5.797803 -1.550403 -0.08 -0.05 0.29
O 2.336766 -6.190436 0.159033 0.07 0.14 -0.28
O 7.674126 2.095190 10.358652 -0.10 0.22 -0.18
O 1.244773 5.437593 1.192275 0.05 0.17 -0.22
O -7.627147 -6.884640 -6.496426 -0.02 -0.12 0.26
O -2.387178 -6.362515 -6.215721 0.29 0.15 -0.12
O 8.841216 4.143635 9.898248 0.14 -0.28 0.08
O 2.085058 5.939309 3.434330 -0.12 -0.29 -0.23
O -5.489621 1.312410 -0.283807 -0.34 0.12 -0.45
O -1.458028 -6.198931 -3.937216 0.17 -0.14 0.21
O 0.803263 -0.917802 -2.774010 0.15 -0.28 0.11
O -7.419692 0.083691 -0.142900 1.39 0.56 -0.07
O 2.026125 -3.916672 -0.708300 0.11 -0.07 0.30
O -2.877307 0.928561 -4.626099 0.33 -0.02 -0.57
O -6.603261 1.974095 -2.180020 1.37 0.04 1.46
O 5.129818 2.061621 6.954693 0.06 0.28 0.04
O -6.289311 -5.026371 -5.595217 -0.04 0.16 0.15
O 0.153663 7.190363 2.563192 -0.16 0.09 -0.25
O -8.067305 -6.079085 -4.224684 -0.15 0.24 0.02
O 7.691907 2.961338 8.076841 0.29 -0.30 0.03
O -1.455956 -4.280985 -5.452404 -0.18 -0.23 0.18
O 0.036974 -6.187494 -5.905559 0.14 -0.22 0.06
O 9.765191 2.034889 9.059897 0.13 -0.01 -0.24
O 3.144407 3.499769 6.763681 -0.16 0.09 0.16
O -6.010598 -7.311335 -4.766872 0.12 0.18 -0.33
O 0.277387 -4.951617 0.705573 -0.10 0.21 0.10
O 4.922964 4.033605 8.394919 -0.28 0.04 0.24
C 2.275993 1.589233 -1.527702 -0.43 -0.05 -0.02
C 5.918762 2.005153 5.753018 -0.12 -0.06 -0.39
C -3.242984 -5.259595 -6.570236 -0.37 0.20 0.28
C 0.260906 -2.182674 -3.104081 -0.12 0.33 -0.20
C 1.461549 -6.967089 -1.856513 0.34 -0.07 -0.23
C 0.748288 4.203847 4.226578 0.29 -0.33 -0.04
C -4.185247 3.636569 -2.657164 -0.18 1.19 -0.11
C -6.855184 -8.053433 -6.803866 0.34 0.00 -0.20
C 7.851016 2.849602 11.565810 0.34 -0.01 0.27
C -6.325777 -8.523010 -5.465263 -0.32 -0.27 0.12
C -6.222006 0.119903 -0.252347 -1.49 -0.85 0.03
C -0.267596 3.132578 -0.739408 -0.46 -0.03 -0.65
C -4.855370 3.364247 -1.303785 -0.02 -0.72 -0.05
C -2.687874 3.937733 -2.700285 0.15 0.96 -1.07
C 1.392881 2.422161 -2.471820 0.33 -0.06 0.29
C 0.724973 3.624553 -1.793847 0.41 -1.11 0.05
C -5.361949 -1.109478 -0.307789 0.14 0.53 0.74
C 1.732699 5.266155 4.657756 -0.27 0.31 0.25
C 8.046216 4.272584 11.087425 -0.45 0.16 0.05
C 1.604380 0.353178 -0.927753 0.51 -0.49 0.16
C 6.433680 3.414901 5.560358 0.44 0.01 0.03
C -1.449500 4.053252 -0.425048 0.73 0.29 0.44
C 1.793292 -0.917600 -1.747801 -0.27 0.75 -0.18
C -2.332247 -4.052322 -6.565786 0.15 -0.03 -0.47
C -5.750928 2.151064 -1.330065 -1.27 -0.06 -1.16
C 2.012754 -7.413939 -0.517810 -0.33 -0.24 0.09
C -2.066545 4.788321 -1.608514 -0.24 -1.01 0.68
H 2.776931 -0.863109 -2.222382 0.20 -0.31 0.01
H 2.259088 -6.686289 -2.547061 0.00 -0.02 0.01
H -4.644889 4.527316 -3.065728 -0.27 0.04 -0.15
H 8.736962 2.473005 12.081271 -0.01 0.03 0.01
H 7.278414 3.624423 6.209400 -0.08 -0.01 -0.17
H -6.043637 -7.764781 -7.475233 0.00 -0.03 0.01
H -4.025904 -5.174512 -5.818437 0.03 0.02 -0.04
H 1.255742 3.342012 3.788779 0.01 0.01 0.02
H -2.872107 -3.119017 -6.436877 0.09 0.02 0.26
H 5.264390 1.702892 4.932613 0.02 -0.01 0.00
H 6.981552 2.737340 12.206278 -0.12 -0.12 -0.18
H -1.340563 5.457082 -2.042674 0.24 0.13 -0.15
H 1.527799 4.173606 -1.312638 -0.07 0.64 -0.04
H 1.258921 -7.942369 0.069584 0.00 -0.02 -0.04
H -5.438312 -9.142113 -5.557397 0.14 0.18 0.09
H 3.154026 1.263960 -2.079653 0.20 -0.14 -0.04
H -0.679394 2.200160 -1.107740 -0.09 -0.24 -0.03
H 0.236063 -2.279751 -4.186044 -0.04 -0.01 -0.18
H -7.482304 -8.795080 -7.290122 -0.18 0.12 0.03
H -2.180701 3.488215 0.145182 -0.26 -0.13 -0.03
H -1.088251 4.816549 0.260463 -0.06 0.24 0.09
H -5.496315 -1.623863 -1.248155 0.02 -0.03 -0.27
H 1.749478 -1.795216 -1.104991 -0.21 0.00 -0.22
H -4.140033 3.284501 -0.496768 0.12 -0.05 0.07
H 0.265206 2.883740 0.170209 0.07 0.07 0.32
H 0.838748 -3.007661 -2.707417 0.18 -0.14 0.16
H 0.537888 0.469285 -0.775176 -0.20 0.20 0.04
H 2.024809 2.758236 -3.288464 0.00 0.24 -0.23
H -0.762021 -2.240356 -2.732835 -0.13 -0.15 0.08
H 6.719554 1.280522 5.865898 -0.04 -0.01 0.27
H 2.612483 4.851045 5.125336 0.19 0.05 -0.17
H 0.261816 4.192913 -2.591697 -0.13 0.40 0.07
H 2.036885 0.155114 0.052938 0.09 0.03 0.18
H -5.523532 4.191629 -1.105225 -0.09 0.27 0.18
H -3.694317 -5.434197 -7.543330 0.13 -0.20 -0.03
H 7.096651 4.738719 10.818453 0.00 -0.03 0.00
H -7.089073 -9.059145 -4.897757 0.00 -0.02 -0.04
H 2.656467 2.199005 -0.710757 0.00 0.35 0.05
H -4.324647 -0.868991 -0.117816 0.23 0.02 -0.30
H -2.581311 4.542205 -3.600984 -0.05 -0.01 -0.23
H 6.703366 3.622155 4.528166 -0.32 0.16 -0.05
H -2.869595 5.412960 -1.222813 -0.18 0.21 -0.02
H 0.634563 1.774573 -2.901739 -0.14 -0.12 -0.17
H 0.826192 -7.715147 -2.321646 -0.19 0.15 0.02
H 2.899515 -8.033446 -0.614018 0.14 0.18 0.09
H -1.726910 -4.000303 -7.473546 -0.02 0.01 0.00
H 1.269248 5.993513 5.327912 -0.01 -0.03 0.00
H -5.703514 -1.742503 0.500709 -0.16 -0.34 0.03
H 0.108543 3.872925 5.038986 -0.17 0.10 -0.09
H 8.564178 4.891293 11.814516 0.19 0.00 -0.14
```
Forces are in eV/Å.

Summary:
Charge: 0
HOMO level: -8.74 eV
E_LUMO: 0.36 eV
Electronic energy: -170169.835 eV